Run P
Molecular formula: C3H5N2O
Method: DFT, ωB97M-V/def2-TZVPD

Structure (XYZ):
```
11
Properties=species:S:1:pos:R:3:mulliken_charge:R:1
C 0.9318 -1.6938 0.3232 0.29
C -0.8087 0.0939 -0.0749 -0.92
C 0.5207 -0.3306 0.5182 -0.18
N 1.4429 -2.6903 0.0556 -0.59
N 1.7050 0.6991 -0.5733 -0.19
O 2.6624 1.2760 0.0892 -0.65
H -0.9974 1.1400 0.3025 0.29
H -1.5502 -0.7390 0.0528 0.29
H -0.5643 0.2530 -1.1725 0.22
H 0.8954 0.1259 1.4690 0.29
H 2.2600 -0.1139 -1.2298 0.16
```

Total charge   -1
HOMO level (spin up / spin down)   -0.0749 / -0.0747 Ha
Orbital gap (spin up / spin down)   6.374 / 6.369 eV

---

Run Q
Molecular formula: C3H5N2O
Method: DFT, ωB97M-V/def2-TZVPD

Structure (XYZ):
```
11
Properties=species:S:1:pos:R:3:mulliken_charge:R:1
C -1.5544 0.3938 -3.3346 0.23
C 1.3350 -0.3002 1.7288 -0.75
C -0.1042 -0.0703 1.3999 -0.04
N -2.3773 0.7444 -4.1112 -0.47
N -0.6614 0.0997 0.2233 -0.45
O -0.0031 0.2150 -0.9299 -0.68
H 1.4930 -0.2196 2.8660 0.25
H 1.7441 -1.1595 1.2737 0.26
H 1.8079 0.5367 1.2777 0.22
H -0.8011 0.2868 -2.4963 0.21
H -0.8786 -0.5268 2.1025 0.23
```

Total charge   -1
HOMO level   -0.1108 Ha
Orbital gap   7.313 eV

---

Which of them is most stable, and which least? Most stable: run Q; least stable: run P.

---

Run P
Molecular formula: H8NaO4
Method: DFT, ωB97M-V/def2-TZVPD

Structure (XYZ):
```
13
Properties=species:S:1:pos:R:3:mulliken_charge:R:1
Na 0.0219 -0.9594 0.3632 0.95
O -0.2008 3.0358 -0.0668 -0.64
H -0.8055 3.5239 0.4921 0.32
H 0.2129 3.7038 -0.6135 0.32
O -3.7630 -1.0075 0.2857 -0.65
H -4.0964 -0.6474 1.1075 0.33
H -4.2157 -0.5102 -0.3954 0.33
O 2.6387 -1.5486 2.8730 -0.63
H 3.5651 -1.7014 3.0595 0.32
H 2.2590 -1.3143 3.7199 0.32
O 1.2998 -0.8647 -3.2528 -0.63
H 1.6535 -0.1090 -3.7220 0.32
H 1.4306 -1.6009 -3.8503 0.32
```

Total charge   +1
HOMO level   -0.5430 Ha
Orbital gap   10.354 eV

---

Run Q
Molecular formula: H8NaO4
Method: DFT, ωB97M-V/def2-TZVPD

Structure (XYZ):
```
13
Properties=species:S:1:pos:R:3:mulliken_charge:R:1
Na -1.0357 -0.7906 0.1832 1.00
O 4.2408 0.1586 -0.3583 -0.66
H 4.6800 0.8857 0.0829 0.33
H 4.3343 0.3522 -1.2910 0.33
O -0.8662 -4.4122 -2.6379 -0.66
H -1.5394 -5.0711 -2.4678 0.33
H -0.1621 -4.8948 -3.0711 0.33
O -2.0613 0.7978 4.5685 -0.66
H -2.3756 0.1670 5.2162 0.33
H -2.1621 1.6492 4.9941 0.33
O -0.8753 3.3849 -1.5966 -0.65
H -1.7885 3.5992 -1.7870 0.33
H -0.3889 4.1741 -1.8350 0.33
```

Total charge   +1
HOMO level   -0.5142 Ha
Orbital gap   8.971 eV

---

Which of them is most stable, and which least? Most stable: run P; least stable: run Q.

---

Run P
Molecular formula: C3H6N3S
Method: DFT, ωB97M-V/def2-TZVPD

Structure (XYZ):
```
13
Properties=species:S:1:pos:R:3:mulliken_charge:R:1
C 2.3511 0.6775 0.8974 0.04
C -1.1041 0.6300 -0.1790 0.48
C -0.3223 -1.8057 -0.0659 -0.66
N 1.7896 1.2845 0.1084 -0.43
N -0.6561 1.6954 -0.6232 -0.19
N -0.8240 -0.5357 0.3773 -0.10
S -2.6065 0.0191 0.3137 -0.04
H 2.9394 0.0349 1.5236 0.32
H 0.3613 -1.4788 -0.7917 0.38
H -1.0975 -2.4549 -0.6517 0.29
H -0.0346 -2.4905 0.7765 0.25
H 0.3777 1.9689 -0.5809 0.39
H -1.1741 2.4553 -1.1046 0.26
```

Total charge   +1
HOMO level   -0.5085 Ha
Orbital gap   9.359 eV

---

Run Q
Molecular formula: C3H6N3S
Method: DFT, ωB97M-V/def2-TZVPD

Structure (XYZ):
```
13
Properties=species:S:1:pos:R:3:mulliken_charge:R:1
C -0.2978 -1.3497 -0.4124 -0.06
C -0.3876 0.7846 0.7399 0.35
C 1.9282 0.5212 -0.4519 -0.65
N -1.4590 -1.0997 0.0532 0.01
N -1.5232 0.0383 0.7113 -0.07
N 0.6178 0.1091 0.1594 -0.10
S -0.4764 2.3372 1.2799 -0.33
H 0.0657 -1.8627 -1.3240 0.37
H 1.7166 0.5264 -1.4984 0.31
H 2.5768 -0.2071 -0.1831 0.31
H 1.9085 1.5141 0.0341 0.30
H -2.3070 -1.6881 -0.2396 0.35
H -2.3626 0.3765 1.1317 0.22
```

Structure (SMILES)   C[n+]1c[nH][nH]c1=S
Total charge   +1
HOMO level   -0.4700 Ha
Orbital gap   7.304 eV

---

Which of them is most stable, and which least? Most stable: run P; least stable: run Q.

---

Run P
Molecular formula: C22H31N3O3
Method: DFT, ωB97M-V/def2-TZVPD

Structure (XYZ):
```
59
Properties=species:S:1:pos:R:3:mulliken_charge:R:1
C -0.1866 3.2243 -2.4357 -0.60
H 0.8913 3.1582 -2.2543 0.24
O -0.5735 2.4198 -3.5317 -0.47
C -0.3795 1.0293 -3.3781 0.02
C -1.2677 0.4172 -2.3419 0.26
N -1.5682 0.8439 -1.1599 0.01
N -2.3684 -0.0853 -0.5923 -0.74
C -2.5052 -1.0392 -1.4531 0.59
O -1.8427 -0.7777 -2.5964 -0.37
C -3.2467 -2.3097 -1.2658 -0.76
H -2.8172 -3.0503 -1.9415 0.27
H -4.3009 -2.1677 -1.5153 0.31
C -3.0993 -2.7523 0.1900 -0.87
C -1.6151 -2.8300 0.5349 0.78
O -0.7598 -2.7817 -0.3312 -0.69
N -1.3131 -2.9572 1.8454 0.22
C -2.3070 -2.9996 2.8898 -1.15
H -1.8274 -3.3294 3.8098 0.36
H -3.0970 -3.7092 2.6441 0.40
H -2.7577 -2.0184 3.0668 0.32
C 0.0717 -2.8291 2.2572 -1.28
H 0.6761 -2.9516 1.3563 0.42
C 0.3665 -1.4683 2.8948 -0.61
C 0.0249 -0.3139 1.9548 -0.26
C 0.4250 1.0480 2.5236 0.21
C -0.2491 2.2007 1.7572 -0.27
C 0.7968 3.3099 1.7069 -0.95
H 0.6085 4.0265 0.9083 0.42
H 0.8236 3.8475 2.6570 0.33
C 2.0973 2.5386 1.5106 -0.23
H 2.9803 3.1299 1.7523 0.45
H 2.1753 2.2188 0.4710 -0.15
C 1.9420 1.3246 2.4315 -1.10
H 2.3438 1.5551 3.4192 0.30
H 2.4843 0.4609 2.0475 0.37
H -1.1720 2.5216 2.2380 0.48
H -0.4976 1.8747 0.7472 -0.28
H 0.1153 1.0815 3.5733 0.59
H -1.0491 -0.3090 1.7574 0.42
H 0.5251 -0.4736 0.9981 -0.07
H 1.4275 -1.4381 3.1498 0.37
H -0.1994 -1.3618 3.8235 0.39
H 0.3100 -3.6364 2.9579 0.41
H -3.5798 -2.0179 0.8359 0.45
H -3.5708 -3.7255 0.3382 0.45
C 1.0715 0.6554 -3.1182 -0.54
C 1.9320 0.5050 -4.1980 -0.45
C 3.2653 0.1993 -3.9914 -0.66
C 3.7498 0.0396 -2.7041 -0.66
C 2.8974 0.1936 -1.6248 -0.31
C 1.5640 0.5045 -1.8291 0.89
H 0.9017 0.6280 -0.9860 -0.08
H 3.2715 0.0719 -0.6189 0.42
H 4.7896 -0.2043 -2.5431 0.42
H 3.9264 0.0828 -4.8375 0.38
H 1.5542 0.6323 -5.2021 0.44
H -0.6843 0.6097 -4.3455 0.50
H -0.7293 2.9421 -1.5305 0.26
H -0.4445 4.2420 -2.7217 0.38
```

Structure (SMILES)   CO[C@@H](c1ccccc1)c1nnc(CCC(=O)N(C)CCCC2CCCC2)o1
Total charge   0
HOMO level   -0.3355 Ha
Orbital gap   9.894 eV

---

Run Q
Molecular formula: C22H31N3O3
Method: DFT, ωB97M-V/def2-TZVPD

Structure (XYZ):
```
59
Properties=species:S:1:pos:R:3:mulliken_charge:R:1
C 0.7841 3.1467 0.3508 -1.89
H 0.6156 2.8683 1.3877 0.41
H 0.7951 4.2309 0.2848 0.47
H -0.0234 2.7579 -0.2640 0.34
C 2.1298 2.5878 -0.1214 1.67
C 2.4011 3.0661 -1.5544 -1.74
H 2.5399 4.1448 -1.5550 0.42
H 3.2876 2.6010 -1.9752 0.36
H 1.5544 2.8200 -2.1891 0.41
C 2.0987 1.0505 -0.0466 -0.69
H 1.4485 0.6636 -0.8338 0.47
C 3.4944 0.4292 -0.1755 -0.76
N 3.4244 -1.0062 0.0123 -0.08
C 3.3308 -1.8632 -1.0252 0.50
O 3.4928 -1.5390 -2.1837 -0.68
C 2.9832 -3.2917 -0.6154 -0.84
H 3.3270 -3.4974 0.3971 0.32
H 3.4581 -3.9791 -1.3151 0.42
C 1.4613 -3.4751 -0.6951 -0.60
C 0.7635 -2.5457 0.2252 0.85
N 1.1565 -2.1491 1.3918 -0.48
N 0.2371 -1.2698 1.8474 -0.54
C -0.6765 -1.1692 0.9400 0.07
O -0.4041 -1.9629 -0.1237 -0.42
C -1.8886 -0.3208 0.9641 0.70
H -1.5766 0.7268 0.9752 0.18
H -2.4567 -0.5048 0.0531 -0.28
C -2.7259 -0.6061 2.2164 -0.63
C -3.8903 0.3670 2.3996 -0.71
H -3.5383 1.3857 2.2293 0.44
H -4.2260 0.3025 3.4370 0.36
C -5.0998 0.0798 1.4996 -1.26
C -4.8391 0.3210 0.0398 0.46
C -4.5751 1.6046 -0.4248 0.00
C -4.3170 1.8327 -1.7641 -0.77
C -4.3263 0.7796 -2.6635 -0.41
C -4.6018 -0.5005 -2.2153 -0.61
C -4.8565 -0.7261 -0.8734 -0.21
H -5.0696 -1.7292 -0.5303 0.33
H -4.6182 -1.3262 -2.9118 0.38
H -4.1252 0.9569 -3.7095 0.40
H -4.1115 2.8357 -2.1090 0.40
H -4.5758 2.4328 0.2695 0.41
H -5.4169 -0.9543 1.6496 0.38
H -5.9200 0.7288 1.8197 0.36
H -3.1068 -1.6286 2.1736 0.28
H -2.0616 -0.5349 3.0796 0.45
H 1.1103 -3.2799 -1.7105 0.26
H 1.2009 -4.5046 -0.4331 0.32
H 3.1293 -1.3250 0.9264 0.50
C 4.4151 1.0685 0.8596 -0.75
H 5.4351 0.7002 0.7496 0.35
C 4.3854 2.5870 0.6773 -0.58
O 3.0862 3.1122 0.7960 -0.49
H 4.9613 3.0800 1.4644 0.42
H 4.8284 2.8509 -0.2935 0.29
H 4.0548 0.8193 1.8601 0.33
H 3.8879 0.5805 -1.1859 0.35
H 1.6848 0.7590 0.9230 0.39
```

Structure (SMILES)   CC1(C)C[C@H](NC(=O)CCc2nnc(CCCCc3ccccc3)o2)CCO1
Total charge   0
HOMO level   -0.3392 Ha
Orbital gap   9.922 eV

---

Which of them is most stable, and which least? Most stable: run Q; least stable: run P.